(1)
The following is a quantum chemistry calculation of C38H65N7O7PZr as an isolated structure, from OMol25.

ΔE to the lowest compared entry with this formula, charge and spin in eV: 4.9738
DFT total energy in Eh: -2785.3911
Orbital gap (spin up / spin down) in eV: 2.7529 / 2.8107
LUMO energy (spin up / spin down) in eV: 2.03 / 2.03
Charge: -1
Highest occupied orbital energy (spin up / spin down) in hartree: -0.02644 / -0.02862

Geometry (Å):
Zr: -0.090 -0.639 0.013
N: 1.486 -1.391 -3.984
N: 1.281 -2.226 -2.864
C: 1.464 -1.638 -1.623
O: 0.966 -2.280 -0.639
O: 2.115 -0.596 -1.489
H: 0.703 -0.751 -4.109
H: 1.573 -1.971 -4.813
H: 0.442 -2.809 -2.870
C: -1.535 4.465 0.732
O: -1.655 3.155 1.251
C: -0.815 2.199 0.725
O: -1.193 0.998 0.682
N: 0.340 2.666 0.087
N: 1.058 1.604 -0.501
H: -2.434 4.997 1.040
H: -1.460 4.458 -0.358
H: -0.661 4.978 1.147
H: 0.908 3.278 0.689
H: 1.576 1.039 0.212
H: 1.663 1.938 -1.246
C: -4.309 -2.801 2.652
C: -3.339 -1.903 3.428
C: -4.018 -0.584 3.816
C: -2.833 -2.644 4.677
C: -2.183 -1.556 2.621
N: -1.196 -1.282 2.086
H: -5.207 -2.969 3.245
H: -3.844 -3.759 2.431
H: -4.573 -2.341 1.706
H: -4.881 -0.778 4.450
H: -4.343 -0.060 2.921
H: -3.322 0.057 4.353
H: -3.672 -2.908 5.318
H: -2.142 -2.023 5.241
H: -2.316 -3.557 4.388
C: 3.629 -2.700 1.497
C: 2.788 -2.417 2.741
C: 1.472 -3.170 2.536
C: 3.517 -2.954 3.972
P: 2.344 -0.516 2.649
N: 1.343 -0.150 1.570
C: 4.046 0.441 2.398
C: 3.729 1.914 2.662
C: 4.407 0.315 0.911
C: 5.256 0.047 3.240
C: 1.721 0.001 4.453
C: 0.958 1.310 4.250
C: 0.669 -1.024 4.872
C: 2.736 0.136 5.584
H: 3.697 -3.776 1.329
H: 4.642 -2.319 1.589
H: 3.147 -2.253 0.628
H: 1.679 -4.213 2.288
H: 0.926 -2.716 1.700
H: 0.839 -3.158 3.418
H: 3.775 -4.003 3.802
H: 2.896 -2.911 4.864
H: 4.437 -2.410 4.163
H: 2.781 2.174 2.195
H: 4.509 2.555 2.243
H: 3.670 2.129 3.725
H: 3.525 0.086 0.310
H: 5.141 -0.469 0.741
H: 4.842 1.244 0.540
H: 5.052 0.107 4.305
H: 6.082 0.727 3.016
H: 5.590 -0.961 3.010
H: 0.385 1.233 3.322
H: 1.615 2.172 4.196
H: 0.264 1.480 5.075
H: -0.007 -1.191 4.039
H: 0.093 -0.641 5.720
H: 1.112 -1.965 5.184
H: 3.402 0.982 5.440
H: 3.333 -0.766 5.688
H: 2.205 0.298 6.527
C: -1.179 5.118 -7.225
C: -0.423 4.114 -6.402
C: 0.953 3.990 -6.564
C: 1.674 3.100 -5.784
C: 1.016 2.258 -4.913
C: -0.378 2.303 -4.799
N: -1.013 1.376 -3.991
C: -1.923 0.412 -4.446
C: -2.500 0.473 -5.694
C: -3.417 -0.484 -6.131
C: -3.749 -1.543 -5.289
C: -3.147 -1.669 -4.065
C: -2.186 -0.720 -3.590
C: -1.515 -0.955 -2.392
O: -1.727 -2.187 -1.775
O: -0.685 -0.130 -1.773
C: -1.090 3.307 -5.483
C: -2.534 3.569 -5.165
H: -0.528 5.558 -7.977
H: -1.574 5.921 -6.602
H: -2.019 4.641 -7.728
H: 1.460 4.608 -7.291
H: 2.749 3.038 -5.884
H: 1.562 1.527 -4.334
H: -0.475 1.046 -3.190
H: -2.226 1.273 -6.367
H: -3.847 -0.403 -7.120
H: -4.485 -2.271 -5.609
H: -3.393 -2.500 -3.420
H: -2.858 2.934 -4.346
H: -3.187 3.388 -6.018
H: -2.655 4.614 -4.870
C: -3.656 -0.578 -0.431
O: -3.167 -1.803 0.055
C: -1.790 -2.136 -0.315
C: -1.645 -3.604 0.116
H: -4.531 -0.322 0.176
H: -3.967 -0.661 -1.479
H: -2.909 0.224 -0.337
H: -2.460 -4.195 -0.314
H: -1.688 -3.676 1.202
H: -0.689 -3.988 -0.240

Löwdin atomic charge list, values in e, 6 entries:
1. Zr 1.69
2. N 0.05
3. N 0.01
4. C -0.77
5. O -0.18
6. O -0.02

=====

(2)
The following is a quantum chemistry calculation of one molecule with the formula C15H23N3O3, from OMol25.

ΔE to the lowest compared entry with this formula, charge and spin in eV: 2.1329
DFT total energy in Eh: -975.3611
Orbital gap in eV: 8.9953
SMILES: NCCCC[C@H](N)C(=O)N[C@@H](Cc1ccccc1)C(=O)O
LUMO energy in eV: 0.65
Highest occupied orbital energy in hartree: -0.30662

Geometry (Å):
N: 2.462 1.465 1.814
C: 2.212 2.904 1.864
C: 0.829 3.088 2.574
C: -0.249 2.402 1.738
C: -0.292 2.851 0.259
C: 0.518 2.019 -0.691
N: 0.719 2.655 -2.016
C: -0.205 0.670 -0.844
O: -0.896 0.130 0.002
N: 0.081 0.041 -2.039
C: -0.492 -1.240 -2.354
C: 0.249 -2.451 -1.717
C: 0.330 -2.437 -0.211
C: 1.193 -1.623 0.539
C: 1.229 -1.600 1.927
C: 0.323 -2.389 2.650
C: -0.626 -3.167 1.944
C: -0.621 -3.104 0.553
C: -2.040 -1.113 -1.984
O: -2.638 -1.978 -1.367
O: -2.593 0.052 -2.449
H: 2.680 1.030 2.706
H: 3.298 1.341 1.216
H: 3.080 3.542 2.283
H: 2.103 3.346 0.814
H: 0.829 2.718 3.673
H: 0.530 4.171 2.650
H: -1.215 2.678 2.128
H: -0.091 1.371 1.813
H: 0.077 3.914 0.169
H: -1.350 2.830 -0.040
H: 1.526 1.706 -0.223
H: -0.159 2.995 -2.352
H: 1.446 3.381 -2.159
H: 0.687 0.578 -2.674
H: -0.380 -1.408 -3.428
H: 1.247 -2.494 -2.154
H: -0.346 -3.255 -2.124
H: 1.869 -0.981 -0.080
H: 1.978 -0.941 2.341
H: 0.338 -2.488 3.729
H: -1.279 -3.880 2.472
H: -1.336 -3.753 0.055
H: -3.507 -0.029 -2.087

Löwdin atomic charge list, values in e, 6 entries:
1. N -0.02
2. C -0.29
3. C -0.20
4. C -0.21
5. C -0.17
6. C -0.32

=====

(3)
The following is a quantum chemistry calculation of a 2-piece molecular cluster, CH7IN7O overall, from OMol25.

ΔE to the lowest compared entry with this formula, charge and spin in eV: 0.0000
DFT total energy in Eh: -798.0152
Orbital gap in eV: 7.6953
LUMO energy in eV: -5.24
Charge: +1
Highest occupied orbital energy in hartree: -0.47540

Geometry (Å):
C: 2.289 0.010 2.482
N: 0.870 0.092 2.713
N: -0.833 -0.471 1.221
N: 0.050 -0.214 1.880
N: -0.207 -0.035 -0.752
N: -0.750 0.749 -1.591
N: -1.600 0.416 -2.602
N: -1.941 -1.055 -2.526
O: 2.681 1.111 1.751
I: -3.454 -1.742 -1.333
H: 2.401 -0.955 1.977
H: 2.878 0.054 3.375
H: -0.549 -0.948 -0.869
H: -0.531 1.709 -1.582
H: -2.287 0.997 -3.067
H: -1.999 -1.422 -3.485
H: 2.981 1.705 2.409

Löwdin atomic charge list, values in e, 6 entries:
1. C -0.27
2. N 0.10
3. N 0.17
4. N -0.16
5. N 0.18
6. N 0.00

=====

(4)
The following is a quantum chemistry calculation of one molecule with the formula C16H16N2O2, from OMol25.

ΔE to the lowest compared entry with this formula, charge and spin in eV: 1.7796
DFT total energy in Eh: -879.2768
Orbital gap in eV: 9.0798
SMILES: CC(=O)c1cc(C(N)=O)n(C/C=C/c2ccccc2)c1
LUMO energy in eV: 0.56
Highest occupied orbital energy in hartree: -0.31312

Geometry (Å):
C: 4.999 3.147 -1.508
C: 3.623 3.465 -0.942
O: 3.388 4.546 -0.389
C: 2.527 2.508 -1.133
C: 2.584 1.280 -1.932
C: 1.366 0.634 -1.776
C: 1.115 -0.643 -2.418
N: 2.042 -1.263 -3.208
O: 0.126 -1.313 -2.177
N: 0.535 1.430 -0.946
C: -0.823 1.158 -0.531
C: -0.772 0.338 0.707
C: -1.596 0.572 1.785
C: -1.744 -0.283 2.988
C: -1.063 -1.480 3.123
C: -1.219 -2.301 4.250
C: -2.111 -1.918 5.292
C: -2.808 -0.703 5.172
C: -2.588 0.107 4.044
C: 1.276 2.567 -0.601
H: 4.941 3.022 -2.589
H: 5.479 2.273 -1.045
H: 5.598 4.039 -1.353
H: 3.435 0.938 -2.453
H: 1.915 -2.254 -3.406
H: 2.954 -0.806 -3.322
H: -1.340 2.130 -0.435
H: -1.336 0.560 -1.288
H: -0.091 -0.494 0.713
H: -2.207 1.458 1.729
H: -0.444 -1.810 2.285
H: -0.722 -3.265 4.320
H: -2.282 -2.605 6.144
H: -3.485 -0.378 5.986
H: -3.152 1.039 3.911
H: 0.930 3.360 0.053

Löwdin atomic charge list, values in e, 6 entries:
1. C -0.02
2. C -0.39
3. O 0.05
4. C -0.15
5. C 0.05
6. C -0.13

=====

(5)
The following is a quantum chemistry calculation of a 12-piece molecular cluster, C6H37N2O11 overall, from OMol25.

ΔE to the lowest compared entry with this formula, charge and spin in eV: 0.9179
DFT total energy in Eh: -1187.7405
Orbital gap in eV: 8.7376
LUMO energy in eV: -2.42
Charge: +1
Highest occupied orbital energy in hartree: -0.40986

Geometry (Å):
C: 0.539 -1.328 2.300
C: -0.161 -2.080 1.204
C: 0.227 -1.578 -0.208
N: 0.923 0.708 -1.807
C: -0.393 0.573 -1.331
C: -0.743 -0.576 -0.743
C: -1.271 1.702 -1.771
N: 0.300 0.145 2.230
H: 1.615 -1.460 2.222
H: 0.181 -1.658 3.273
H: -0.008 -3.157 1.267
H: -1.242 -1.960 1.307
H: 0.139 -2.416 -0.917
H: 1.271 -1.292 -0.288
H: 1.095 1.330 -2.584
H: 1.351 -0.178 -2.017
H: -1.796 -0.797 -0.650
H: -0.772 2.676 -1.767
H: -1.516 1.625 -2.833
H: -2.233 1.801 -1.264
H: -0.672 0.443 2.211
H: 0.649 0.447 1.315
H: 0.648 0.641 3.051
H: -3.567 -0.154 -1.802
H: -5.120 -0.419 -1.979
O: -4.421 -0.212 -1.356
H: -2.671 -1.160 -3.995
H: -1.220 -0.705 -3.812
O: -2.131 -0.400 -3.733
H: 4.402 0.233 2.344
H: 3.122 -0.384 3.043
O: 3.888 -0.564 2.491
H: -4.414 0.378 0.694
H: -5.059 0.574 2.026
O: -4.299 0.129 1.630
H: 2.411 1.355 -0.201
H: 1.504 2.483 0.384
O: 2.067 1.736 0.617
H: -0.797 3.134 1.660
H: -1.219 2.161 0.428
O: -0.630 2.326 1.169
H: 1.756 -0.711 -3.922
H: 0.775 -0.500 -5.129
O: 1.370 -0.048 -4.520
H: 3.699 -2.013 -3.142
H: 2.805 -2.178 -1.905
O: 2.785 -1.964 -2.850
H: 2.542 2.476 2.331
H: 2.033 2.856 3.696
O: 2.305 2.081 3.188
H: -2.642 1.101 2.489
H: -3.141 1.644 3.735
O: -2.288 1.500 3.307
H: 3.077 -2.160 0.638
H: 2.034 -3.286 0.211
O: 2.911 -2.922 0.067

Löwdin atomic charge list, values in e, 6 entries:
1. C -0.14
2. C -0.16
3. C -0.20
4. N 0.10
5. C -0.40
6. C -0.09

=====

Please write out number 2 again, unchanged.
The following is a quantum chemistry calculation of one molecule with the formula C15H23N3O3, from OMol25.

ΔE to the lowest compared entry with this formula, charge and spin in eV: 2.1329
DFT total energy in Eh: -975.3611
Orbital gap in eV: 8.9953
SMILES: NCCCC[C@H](N)C(=O)N[C@@H](Cc1ccccc1)C(=O)O
LUMO energy in eV: 0.65
Highest occupied orbital energy in hartree: -0.30662

Geometry (Å):
N: 2.462 1.465 1.814
C: 2.212 2.904 1.864
C: 0.829 3.088 2.574
C: -0.249 2.402 1.738
C: -0.292 2.851 0.259
C: 0.518 2.019 -0.691
N: 0.719 2.655 -2.016
C: -0.205 0.670 -0.844
O: -0.896 0.130 0.002
N: 0.081 0.041 -2.039
C: -0.492 -1.240 -2.354
C: 0.249 -2.451 -1.717
C: 0.330 -2.437 -0.211
C: 1.193 -1.623 0.539
C: 1.229 -1.600 1.927
C: 0.323 -2.389 2.650
C: -0.626 -3.167 1.944
C: -0.621 -3.104 0.553
C: -2.040 -1.113 -1.984
O: -2.638 -1.978 -1.367
O: -2.593 0.052 -2.449
H: 2.680 1.030 2.706
H: 3.298 1.341 1.216
H: 3.080 3.542 2.283
H: 2.103 3.346 0.814
H: 0.829 2.718 3.673
H: 0.530 4.171 2.650
H: -1.215 2.678 2.128
H: -0.091 1.371 1.813
H: 0.077 3.914 0.169
H: -1.350 2.830 -0.040
H: 1.526 1.706 -0.223
H: -0.159 2.995 -2.352
H: 1.446 3.381 -2.159
H: 0.687 0.578 -2.674
H: -0.380 -1.408 -3.428
H: 1.247 -2.494 -2.154
H: -0.346 -3.255 -2.124
H: 1.869 -0.981 -0.080
H: 1.978 -0.941 2.341
H: 0.338 -2.488 3.729
H: -1.279 -3.880 2.472
H: -1.336 -3.753 0.055
H: -3.507 -0.029 -2.087

Löwdin atomic charge list, values in e, 6 entries:
1. N -0.02
2. C -0.29
3. C -0.20
4. C -0.21
5. C -0.17
6. C -0.32

=====

Please write out number 2 again, unchanged.
The following is a quantum chemistry calculation of one molecule with the formula C15H23N3O3, from OMol25.

ΔE to the lowest compared entry with this formula, charge and spin in eV: 2.1329
DFT total energy in Eh: -975.3611
Orbital gap in eV: 8.9953
SMILES: NCCCC[C@H](N)C(=O)N[C@@H](Cc1ccccc1)C(=O)O
LUMO energy in eV: 0.65
Highest occupied orbital energy in hartree: -0.30662

Geometry (Å):
N: 2.462 1.465 1.814
C: 2.212 2.904 1.864
C: 0.829 3.088 2.574
C: -0.249 2.402 1.738
C: -0.292 2.851 0.259
C: 0.518 2.019 -0.691
N: 0.719 2.655 -2.016
C: -0.205 0.670 -0.844
O: -0.896 0.130 0.002
N: 0.081 0.041 -2.039
C: -0.492 -1.240 -2.354
C: 0.249 -2.451 -1.717
C: 0.330 -2.437 -0.211
C: 1.193 -1.623 0.539
C: 1.229 -1.600 1.927
C: 0.323 -2.389 2.650
C: -0.626 -3.167 1.944
C: -0.621 -3.104 0.553
C: -2.040 -1.113 -1.984
O: -2.638 -1.978 -1.367
O: -2.593 0.052 -2.449
H: 2.680 1.030 2.706
H: 3.298 1.341 1.216
H: 3.080 3.542 2.283
H: 2.103 3.346 0.814
H: 0.829 2.718 3.673
H: 0.530 4.171 2.650
H: -1.215 2.678 2.128
H: -0.091 1.371 1.813
H: 0.077 3.914 0.169
H: -1.350 2.830 -0.040
H: 1.526 1.706 -0.223
H: -0.159 2.995 -2.352
H: 1.446 3.381 -2.159
H: 0.687 0.578 -2.674
H: -0.380 -1.408 -3.428
H: 1.247 -2.494 -2.154
H: -0.346 -3.255 -2.124
H: 1.869 -0.981 -0.080
H: 1.978 -0.941 2.341
H: 0.338 -2.488 3.729
H: -1.279 -3.880 2.472
H: -1.336 -3.753 0.055
H: -3.507 -0.029 -2.087

Löwdin atomic charge list, values in e, 6 entries:
1. N -0.02
2. C -0.29
3. C -0.20
4. C -0.21
5. C -0.17
6. C -0.32

=====

Which value of ΔE to the lowest compared entry with this formula, charge and spin does entry 3 give?
0.0000 eV